1.
16
Properties=species:S:1:pos:R:3:forces:R:3 method="wB97M-V/def2-TZVPD" smiles="[H]/N=C(/O)CCCO" lumo_energy_ev=0.821 total_energy_ha=-363.01442
H 0.63343 -0.01391 -2.43371 -0.104 0.752 0.179
N 0.47042 -0.84866 -1.90659 -0.098 0.762 -0.295
C -0.41650 -0.92254 -0.97060 0.500 0.540 -0.619
O -0.53370 -2.20156 -0.65178 0.588 -0.169 -0.535
C -1.17218 0.15233 -0.23999 -0.001 -0.012 -0.143
C -0.55442 0.47208 1.13448 0.039 -0.080 0.036
C 0.87750 1.00671 1.06517 -0.210 0.269 0.148
O 1.83806 0.01728 0.77258 0.071 -0.107 -0.230
H 0.17958 -2.34194 -1.42804 -1.114 -1.517 1.488
H -1.16099 1.05319 -0.86456 0.003 -0.133 0.087
H -2.21695 -0.15023 -0.11069 0.196 -0.082 -0.058
H -1.18864 1.22022 1.62867 0.100 -0.131 -0.122
H -0.56161 -0.42903 1.75713 0.002 0.108 -0.047
H 0.92562 1.84600 0.34873 0.021 -0.161 0.081
H 1.15683 1.40870 2.04448 -0.067 -0.040 -0.128
H 1.72357 -0.26864 -0.14527 0.075 0.002 0.158

2.
43
Properties=species:S:1:pos:R:3:forces:R:3 method="wB97M-V/def2-TZVPD" smiles="CC(=O)Nc1cccc(Oc2nc(-c3ccccn3)nc3ccccc23)c1" lumo_energy_ev=-0.118 total_energy_ha=-1179.40366
C 7.37081 0.67213 -0.03240 0.094 -0.233 0.002
C 6.22249 -0.31822 -0.01076 0.276 0.413 -0.005
O 6.38137 -1.51569 0.00611 0.028 -0.277 0.003
N 5.00752 0.30703 -0.01295 -0.153 0.442 -0.005
C 3.72600 -0.25225 0.00267 -0.407 -0.245 0.005
C 3.49450 -1.62525 0.01993 0.190 -0.186 0.000
C 2.19377 -2.09077 0.03382 0.113 0.273 -0.002
C 1.10440 -1.23409 0.03120 -0.351 -0.064 0.008
C 1.34032 0.13408 0.01403 0.625 -0.433 -0.002
O 0.38808 1.13544 0.01110 -0.010 0.269 0.003
C -0.93192 0.95313 0.00830 -0.981 -0.337 -0.007
N -1.47624 -0.23171 0.00531 0.738 0.562 -0.003
C -2.81863 -0.32548 0.00070 -0.063 0.989 0.002
C -3.36178 -1.69113 -0.00203 -0.591 -0.604 -0.008
C -4.74105 -1.90179 -0.02716 0.195 -0.002 0.003
C -5.21015 -3.20267 -0.02979 0.113 -0.058 0.004
C -4.29363 -4.24323 -0.00685 -0.023 0.108 -0.001
C -2.94205 -3.92515 0.01776 -0.200 -0.389 -0.003
N -2.48399 -2.69015 0.01995 0.284 0.342 0.004
N -3.65579 0.67909 -0.00167 -0.311 -0.624 -0.001
C -3.13342 1.92464 0.00183 0.689 0.260 0.002
C -3.99419 3.03907 0.00031 0.066 0.151 0.000
C -3.47406 4.30545 0.00414 -0.194 -0.129 -0.001
C -2.08792 4.51453 0.00952 0.292 -0.012 0.001
C -1.22474 3.44991 0.01102 0.032 0.149 0.000
C -1.73192 2.14297 0.00722 -0.255 -0.223 0.000
C 2.64433 0.61996 -0.00002 -0.218 -0.017 0.000
H 7.32601 1.32062 0.84016 0.005 0.091 0.047
H 7.32185 1.28504 -0.93014 0.006 0.089 -0.051
H 8.31003 0.12727 -0.02390 -0.023 -0.017 0.000
H 5.01912 1.31771 -0.02721 0.115 -0.209 0.002
H 4.32762 -2.30688 0.02227 0.010 -0.009 0.000
H 2.01665 -3.15518 0.04728 -0.023 -0.097 0.001
H 0.09854 -1.61845 0.04124 0.101 -0.058 0.000
H -5.40183 -1.05074 -0.04395 -0.058 0.048 -0.001
H -6.27180 -3.40445 -0.04923 -0.052 0.000 -0.002
H -4.61685 -5.27281 -0.00805 0.005 -0.085 0.001
H -2.18698 -4.70088 0.03631 -0.018 -0.129 0.001
H -5.05771 2.86064 -0.00377 -0.108 -0.031 0.000
H -4.13499 5.16004 0.00303 -0.069 0.044 0.000
H -1.70412 5.52395 0.01260 0.052 0.058 0.000
H -0.15516 3.59466 0.01529 0.065 0.051 0.000
H 2.79748 1.68961 -0.01321 0.012 0.131 -0.001

3.
118
Properties=species:S:1:pos:R:3:forces:R:3 method="wB97M-V/def2-TZVPD" smiles=COC[C@H](C)N.COC[C@H](C)N.COC[C@H](C)N.COC[C@H](C)N.OCCO.OCCO.OCCO.OCCO.OCCO lumo_energy_ev=0.061 total_energy_ha=-2307.10888
C 1.34641 1.60504 0.32608 -0.042 -0.390 -0.938
O 0.83186 0.29350 0.17935 0.044 0.216 0.196
C 1.50191 -0.45146 -0.82032 0.220 -1.454 0.216
C 0.70677 -1.75512 -0.99325 -0.835 -0.387 2.501
C 0.53827 -2.44821 0.38328 0.543 0.612 0.457
N 1.27131 -2.75584 -1.87430 0.029 1.642 -0.210
H 2.35326 1.58590 0.75472 0.042 0.118 -0.074
H 0.68837 2.21862 0.94083 -0.105 -0.261 0.109
H 1.34164 2.01243 -0.69130 0.379 0.572 0.223
H 1.60767 0.07921 -1.77151 -0.162 0.288 0.016
H 2.49777 -0.77607 -0.49457 0.217 0.387 0.080
H -0.34120 -1.41364 -1.06118 -0.077 -0.168 -1.452
H 1.48603 -2.73556 0.84765 0.113 0.027 -0.141
H -0.08533 -3.33766 0.36459 -0.057 0.044 -0.355
H 0.03013 -1.74756 1.04063 -0.121 -0.117 -0.034
H 0.91189 -3.64276 -1.56668 0.039 -0.281 -0.523
H 1.02785 -2.51297 -2.82634 -0.109 -0.731 -0.087
C -3.92245 3.10278 5.08553 -0.142 0.100 0.741
O -4.28560 2.56599 3.84445 -0.704 -0.206 -0.570
C -3.27337 2.54663 2.88045 3.176 -0.397 1.066
C -3.21546 1.20160 2.10822 -1.644 2.859 -1.056
C -1.92819 0.79756 1.40287 -0.415 0.934 0.683
N -4.26486 1.42581 1.04147 -0.931 -1.623 0.448
H -3.29329 2.41299 5.66193 0.228 -0.046 -0.184
H -4.83349 3.21573 5.67439 -0.080 0.089 -0.152
H -3.41147 4.06651 5.01087 -0.194 -0.175 -0.107
H -3.24164 3.44523 2.25210 -1.070 -0.770 0.045
H -2.28270 2.69368 3.35645 -1.093 -0.667 0.233
H -3.56014 0.42937 2.79416 -0.073 -0.064 -0.061
H -1.88817 1.34518 0.46050 0.003 -0.585 -0.360
H -1.99922 -0.28586 1.36001 0.632 0.044 -0.613
H -1.02838 1.14052 1.91856 -0.078 -0.451 0.391
H -5.11775 1.77857 1.46444 0.046 -0.036 0.187
H -4.05212 2.09321 0.31394 0.726 -0.048 0.094
C 4.49240 5.91038 -5.33014 -0.015 0.648 -0.379
O 4.66512 5.73139 -3.95129 -0.654 -0.537 1.025
C 5.65702 4.78315 -3.57191 0.140 0.627 -0.966
C 5.23846 3.32416 -3.72838 0.699 -0.262 2.253
C 4.07659 2.91992 -2.77053 -0.748 1.495 -2.762
N 6.41024 2.54030 -3.40067 1.300 -0.870 -1.050
H 5.04986 6.80094 -5.64432 0.224 -0.193 -0.174
H 3.44802 6.14209 -5.54904 -0.074 -0.184 0.227
H 4.77460 5.05551 -5.94935 0.129 -0.048 0.139
H 6.48633 5.00027 -4.25420 0.437 -0.499 0.281
H 5.98825 4.97932 -2.55137 -0.251 0.220 0.061
H 5.02823 3.24511 -4.79670 -0.444 -0.685 0.155
H 4.24477 3.09068 -1.71355 0.287 -0.088 -0.011
H 3.69901 1.93186 -3.02794 0.260 -0.222 0.382
H 3.31777 3.61241 -3.16608 -0.565 -0.127 0.842
H 6.29539 1.53925 -3.44966 -0.310 0.044 -0.182
H 6.95899 2.71207 -2.57317 -0.438 0.663 0.179
C -1.12856 -7.54464 -3.81674 -0.046 -0.069 -0.469
O -0.66819 -6.93036 -2.64476 1.057 -0.113 0.528
C -0.51868 -7.81570 -1.53803 -0.980 -0.461 -0.578
C 0.30695 -7.21835 -0.39362 -0.510 0.087 -0.402
C -0.13629 -7.84948 0.90146 -0.323 0.637 1.025
N 0.18078 -5.77974 -0.26335 -0.006 0.475 0.045
H -0.86269 -8.60284 -3.92331 -0.069 -0.058 0.481
H -0.63080 -7.08884 -4.67658 -0.291 0.355 0.068
H -2.21618 -7.43512 -3.86986 0.023 -0.115 -0.272
H -1.52962 -8.11037 -1.22093 -0.089 0.340 0.418
H -0.11571 -8.77622 -1.88210 0.508 0.132 -0.003
H 1.35738 -7.46563 -0.57134 0.028 0.078 -0.017
H 0.33545 -7.34911 1.75481 0.968 -0.644 -0.174
H -0.03801 -8.93253 0.88127 0.091 0.032 0.353
H -1.15117 -7.55826 1.20429 -0.405 -0.426 -0.909
H -0.02934 -5.31607 -1.13843 -0.011 -0.323 -0.142
H -0.55895 -5.52751 0.38074 -0.048 -0.082 -0.010
O -0.27028 -2.56110 -4.61911 -0.126 -0.392 0.469
C 0.81650 -2.41578 -5.53447 -0.731 0.256 -0.829
C 0.46328 -3.27234 -6.75939 0.748 -0.681 -0.362
O 0.24911 -4.60669 -6.33437 -0.623 -0.275 0.029
H -0.78457 -1.75618 -4.54489 0.024 0.097 -0.167
H 0.86741 -1.35583 -5.79294 0.560 -0.074 -0.155
H 1.71231 -2.77664 -5.03040 0.108 0.075 -0.177
H 1.21231 -3.47083 -7.53461 0.699 0.824 0.513
H -0.31981 -2.82000 -7.38222 -0.658 -0.142 0.674
H -0.38175 -4.64878 -5.60475 -0.009 0.350 -0.065
O -5.14133 -1.35849 0.82319 -0.122 -0.030 0.696
C -5.04462 -2.17294 1.99307 0.798 -0.351 -0.472
C -3.90749 -3.19656 1.76678 -0.639 0.656 -0.718
O -2.74679 -2.54372 1.30110 0.575 0.055 0.147
H -5.00046 -0.43792 1.11971 0.117 -0.121 -0.841
H -4.79027 -1.54237 2.84565 -0.201 -0.113 0.229
H -5.97695 -2.71877 2.14316 -0.115 0.113 0.241
H -4.24246 -3.86578 0.96626 -0.105 -0.363 0.305
H -3.64118 -3.74143 2.67012 -0.113 -0.050 -0.006
H -2.96831 -2.14572 0.45049 -0.164 0.078 0.111
O 1.15532 3.19605 5.49853 0.214 0.183 0.032
C 0.95320 3.81665 4.23430 -0.027 0.589 -0.750
C -0.51265 3.71184 3.83898 -0.309 -0.486 0.732
O -1.40976 4.71378 4.35492 0.893 0.040 -0.423
H 1.06557 3.86921 6.17892 0.081 -0.131 0.118
H 1.33189 4.84393 4.22314 -0.254 0.146 0.232
H 1.58730 3.33562 3.48651 -0.166 -0.467 0.148
H -0.81197 2.73934 4.24658 0.151 0.025 0.253
H -0.76575 3.58810 2.78620 0.711 0.601 -0.222
H -1.05243 5.08774 5.16593 0.017 -0.091 0.034
O 3.03714 0.77654 5.36529 -0.996 0.525 0.250
C 2.00377 -0.17033 5.18495 -0.439 -1.044 -0.663
C 1.27214 -0.01315 3.84599 0.963 -0.331 -1.546
O 0.45392 -1.13863 3.49474 -0.027 0.675 0.789
H 2.56392 1.59184 5.57841 0.349 0.338 -0.014
H 2.50962 -1.13021 5.28844 -0.291 -0.201 -0.415
H 1.17985 -0.18094 5.90798 0.430 0.406 0.602
H 1.95387 0.05652 2.98836 0.689 0.234 0.493
H 0.74864 0.95040 3.78756 -0.463 -0.127 0.483
H 0.50148 -1.14734 2.53317 -0.243 -0.290 0.107
O -1.25678 4.39050 -1.09112 -0.075 -0.290 0.040
C -1.04619 5.13064 0.08882 0.806 -0.005 1.094
C -2.24577 5.28565 1.00274 -0.111 1.199 -1.181
O -3.13535 6.25102 0.39072 -0.009 -0.403 0.375
H -1.79304 4.87787 -1.72201 0.084 0.204 0.060
H -0.24488 4.65660 0.66635 -0.098 -0.592 -0.247
H -0.60057 6.11536 -0.08157 -0.410 0.199 -0.390
H -1.91547 5.74188 1.93423 -0.069 -0.074 0.129
H -2.77506 4.35646 1.21969 0.360 0.347 -0.532
H -3.40033 5.89349 -0.46238 -0.168 0.006 0.060

4.
19
Properties=species:S:1:pos:R:3:forces:R:3 method="wB97M-V/def2-TZVPD" smiles=CNC[C@H](N)CS lumo_energy_ev=0.952 total_energy_ha=-667.22708
C 2.35818 1.54999 -1.01860 -0.961 0.495 2.059
N 1.31229 1.26709 0.00197 1.663 0.314 1.378
C 0.00034 0.70719 -0.33638 2.693 -1.242 -2.231
C -0.41735 -0.51511 0.47609 -0.830 1.403 1.454
N 0.18756 -1.68989 -0.01733 0.350 -1.158 -0.351
C -1.95272 -0.65804 0.36583 1.257 0.788 2.167
S -2.85067 -1.48769 1.74038 0.875 0.281 0.639
H 3.33851 1.64646 -0.52889 -0.190 -0.879 -0.019
H 2.23622 0.68986 -1.63979 0.857 0.093 -1.571
H 2.28614 2.58329 -1.38760 -0.630 -0.575 -0.890
H 1.75895 1.05176 0.90598 -1.015 -0.103 -0.767
H 0.10326 0.40461 -1.46822 -0.841 0.751 1.888
H -0.65799 1.47899 -0.10942 -1.782 1.324 -0.335
H -0.17107 -0.10638 1.50524 -0.028 -1.227 -0.288
H 1.11148 -1.83576 0.29728 1.187 0.049 0.256
H -0.29400 -2.56250 0.14262 -0.387 0.184 0.280
H -2.04599 -1.32828 -0.39207 -0.879 -1.115 -2.878
H -2.21571 0.35990 0.21876 -1.385 0.457 -0.363
H -4.08743 -1.55548 1.24417 0.046 0.159 -0.429

It is found that the relative energy (zero: lowest compared OMol25 entry of this formula, charge and spin) values, taken in the order of the records, are 44.62, 2.90, 169.10, 42.55 kcal per mole.
It is found that the largest force on an atom values, taken in the order of the records, are 2.4, 1.0, 3.5, 3.7 eV/A.